Record 1
{
  "formula": "C5H5BrO",
  "method": "the ωB97M-V functional and the def2-TZVPD basis",
  "symbols": ["C", "C", "C", "C", "C", "O", "Br", "H", "H", "H", "H", "H"],
  "coordinates": [[0.52720, -2.76001, -0.04672], [0.02243, -1.51840, 0.05034], [2.80378, -0.60991, -0.13306], [0.46872, -0.19261, 0.01083], [-0.54378, 0.94166, -0.04233], [1.73352, 0.12460, -0.01176], [4.50414, 0.17134, 0.09610], [-1.12479, -1.52629, 0.17390], [2.77529, -1.68720, 0.07310], [0.06846, 1.97958, 0.06289], [-1.26198, 0.75451, 0.79738], [-1.11116, 0.91440, -0.93423]],
  "forces_ev_per_angstrom": [[-0.365, 1.602, 0.178], [-1.208, -1.715, -0.025], [-0.192, -0.900, 0.329], [-0.158, 1.068, 0.016], [2.319, 1.300, 2.055], [0.572, 0.388, -0.352], [-0.596, 0.099, -0.028], [1.581, -0.642, -0.201], [-0.278, 0.347, -0.160], [-1.819, -2.428, -0.160], [0.593, 0.695, -0.510], [-0.450, 0.186, -1.143]],
  "mulliken_charge": [-0.536, -0.094, -0.180, 0.913, -1.168, -0.164, -0.138, 0.235, 0.225, 0.273, 0.315, 0.318],
  "orbital_gap_ev": 6.4,
  "max_force_ha_per_bohr": 0.0654,
  "relative_energy_kcal_mol": 121.5,
  "total_energy_ev": -77348.5293,
  "charge": 0,
  "lumo_energy_ev": -0.796
}

Record 2
{
  "formula": "C5H5BrS2",
  "method": "the ωB97M-V functional and the def2-TZVPD basis",
  "symbols": ["C", "C", "C", "C", "C", "S", "S", "Br", "H", "H", "H", "H", "H"],
  "coordinates": [[-0.91087, -0.91126, 2.15380], [-1.49244, 0.27835, 2.51078], [-0.06499, -0.93119, 1.12978], [-0.10465, 0.91625, 0.45161], [1.06835, 0.89023, -2.07308], [-0.92739, 1.68030, 1.70910], [1.18952, 1.69549, -0.42173], [0.29140, -2.34796, -0.00036], [-1.19933, -1.83230, 2.55876], [-2.01104, 0.49980, 3.38309], [0.21743, 0.20022, -2.26684], [1.80231, 0.11748, -2.38862], [1.05009, 1.61311, -2.79049]],
  "forces_ev_per_angstrom": [[-0.961, 0.130, 0.037], [1.319, 1.656, -0.474], [0.880, 4.985, -3.352], [0.850, -3.851, 1.946], [-0.324, -3.391, 0.843], [-0.070, -1.362, -0.644], [-0.618, -1.003, -0.505], [0.264, -0.195, -0.042], [-0.511, -1.133, 0.933], [-1.099, -0.009, 1.310], [-0.350, 1.094, 0.888], [0.670, 0.951, 0.952], [-0.050, 2.128, -1.891]],
  "mulliken_charge": [-0.264, -0.368, -0.063, -0.028, -0.946, -0.044, -0.022, -0.102, 0.386, 0.432, 0.302, 0.317, 0.399],
  "orbital_gap_ev": 7.3,
  "max_force_ha_per_bohr": 0.1181,
  "relative_energy_kcal_mol": 73.4,
  "total_energy_ev": -96974.9384,
  "charge": 0,
  "lumo_energy_ev": -0.332
}

Record 3
{
  "formula": "C5H5CeCl2NO5Sc",
  "method": "the ωB97M-V functional and the def2-TZVPD basis",
  "symbols": ["Sc", "Ce", "Cl", "Cl", "C", "C", "C", "O", "O", "O", "N", "C", "C", "O", "O", "H", "H", "H", "H", "H"],
  "coordinates": [[1.30752, 3.91373, 1.58040], [1.09197, -0.49583, -0.77046], [-0.62858, 3.73317, 0.37387], [2.46096, 0.15991, 1.30149], [2.73316, 0.05608, -2.52820], [1.46575, 5.99348, 1.03210], [2.91731, 3.79171, 0.12737], [3.40570, 0.45619, -3.41273], [1.35700, 6.98430, 0.42597], [3.52915, 3.62905, -0.85437], [-2.72589, -2.79227, 1.06771], [-2.03852, -3.33739, -0.17011], [-0.85863, -2.45989, -0.41310], [0.18068, -2.69979, -1.11153], [-0.93591, -1.31452, 0.18387], [-2.26598, -3.08343, 1.94156], [-3.69052, -3.14630, 1.14940], [-2.76001, -1.75826, 1.08506], [-1.81246, -4.39559, -0.00801], [-2.73268, -3.23436, -1.00028]],
  "forces_ev_per_angstrom": [[-3.044, -1.812, 1.735], [-2.093, -2.129, 1.809], [1.946, 0.054, 0.965], [-0.339, 0.793, -0.333], [6.139, 3.242, -7.846], [-0.834, 7.841, -4.276], [4.960, -1.319, -7.416], [-4.312, -2.678, 5.788], [0.783, -5.584, 3.703], [-3.327, 1.066, 5.799], [-0.579, -0.285, 0.352], [-0.394, -0.344, 0.585], [1.526, 1.060, 0.060], [-1.162, 0.359, 0.636], [0.497, 0.261, -0.547], [0.077, -0.033, -0.224], [0.093, -0.013, -0.180], [0.038, -0.509, -0.216], [0.106, 0.165, -0.175], [-0.081, -0.133, -0.219]],
  "mulliken_charge": [1.036, 1.594, -0.134, -0.381, 0.286, 0.465, 0.496, -0.009, 0.058, 0.020, -0.331, -0.525, 1.051, -0.672, -0.789, 0.373, 0.376, 0.352, 0.404, 0.331],
  "orbital_gap_ev": [6.9, 7.1],
  "max_force_ha_per_bohr": 0.2037,
  "relative_energy_kcal_mol": 0.0,
  "spin_multiplicity": 2,
  "total_energy_ev": -75624.8883,
  "charge": 4,
  "lumo_energy_ev": [-16.981, -16.982]
}

Record 4
{
  "formula": "C5H5Cl",
  "method": "the ωB97M-V functional and the def2-TZVPD basis",
  "symbols": ["C", "C", "C", "C", "C", "Cl", "H", "H", "H", "H", "H"],
  "coordinates": [[-1.83168, 0.29141, 0.04813], [-2.01797, -0.89839, 0.17605], [-1.41594, 1.59321, -0.10019], [1.13538, -0.15783, 0.01870], [2.22704, -0.87542, 0.01857], [0.87535, 1.45867, 0.09581], [-1.43334, 2.02599, -1.08428], [-1.57162, 2.27099, 0.72591], [2.16038, -1.94930, -0.05630], [3.23892, -0.47476, 0.09205], [-2.25951, -1.91043, 0.30635]],
  "forces_ev_per_angstrom": [[-0.050, -0.141, -0.052], [0.440, 0.501, -0.015], [-1.425, 0.328, 0.062], [-0.236, -0.334, 0.003], [0.516, -0.248, 0.024], [1.033, 0.349, 0.105], [0.060, 0.100, -0.210], [0.078, 0.076, 0.057], [-0.091, -0.172, 0.000], [-0.186, 0.124, -0.015], [-0.139, -0.582, 0.040]],
  "mulliken_charge": [0.038, -0.004, -1.086, 0.090, -0.550, -0.069, 0.362, 0.357, 0.230, 0.259, 0.374],
  "orbital_gap_ev": [8.5, 7.0],
  "max_force_ha_per_bohr": 0.0285,
  "relative_energy_kcal_mol": 140.9,
  "total_energy_ev": -17781.4517,
  "charge": 0,
  "lumo_energy_ev": [-0.194, -0.553]
}

Record 5
{
  "formula": "C5H5Cl",
  "method": "the ωB97M-V functional and the def2-TZVPD basis",
  "symbols": ["C", "C", "C", "C", "C", "Cl", "H", "H", "H", "H", "H"],
  "coordinates": [[0.60126, -0.61773, -1.55068], [0.09228, -0.43400, 0.59876], [0.62035, 1.33285, -0.58668], [1.22411, 0.00135, -0.30887], [-0.34559, 0.20195, -0.70102], [1.02596, 2.57974, -1.59489], [0.88822, -0.22552, -2.51740], [0.46054, -1.69174, -1.53707], [-0.06972, -1.49758, 0.70753], [-0.06191, 0.14375, 1.50181], [-0.56846, 2.61848, 1.89525]],
  "forces_ev_per_angstrom": [[0.118, -0.634, -0.677], [-0.142, 0.118, 0.653], [-0.438, 0.077, 1.359], [-0.756, 0.153, -0.460], [0.871, 0.007, -0.012], [0.230, 0.380, -0.656], [0.024, 0.092, 0.020], [-0.016, -0.069, 0.055], [0.026, -0.066, -0.139], [0.017, -0.021, -0.034], [0.066, -0.038, -0.109]],
  "mulliken_charge": [-0.264, -0.222, 0.196, -0.219, -0.168, -0.127, 0.185, 0.191, 0.204, 0.200, 0.025],
  "orbital_gap_ev": [8.3, 10.2],
  "max_force_ha_per_bohr": 0.0278,
  "relative_energy_kcal_mol": 172.3,
  "total_energy_ev": -17780.0874,
  "charge": 0,
  "lumo_energy_ev": [-0.179, -0.127]
}

Record 6
{
  "formula": "C5H5Cl2O3P",
  "method": "the ωB97M-V functional and the def2-TZVPD basis",
  "symbols": ["C", "C", "C", "O", "C", "O", "C", "Cl", "Cl", "P", "O", "H", "H", "H", "H", "H"],
  "coordinates": [[-0.64844, 2.22643, -1.20374], [0.39742, 1.34925, -1.19935], [1.31016, 0.99836, -0.00082], [0.85804, -0.34380, 0.43956], [-0.11160, -0.47202, 1.27032], [-0.66417, 0.31042, 1.96910], [-0.54875, -2.18321, 1.20379], [0.08251, -3.02080, 2.58311], [-2.29618, -2.48149, 1.19221], [0.46382, -2.55815, -0.48483], [-0.43786, -2.53279, -1.60451], [-1.13168, 2.52144, -2.20772], [-1.00903, 2.54223, -0.27224], [0.49708, 0.96286, -2.17080], [0.82805, 1.65168, 0.74306], [2.41066, 1.02959, -0.25714]],
  "forces_ev_per_angstrom": [[1.540, -1.591, -1.606], [-1.111, 1.750, -0.046], [-2.789, 0.687, -1.136], [2.548, 0.055, -1.734], [-3.070, -3.279, 2.065], [0.253, 0.491, -0.274], [0.469, 2.497, -1.204], [0.841, -0.130, 0.359], [0.408, 0.594, -0.476], [1.173, -0.776, 2.313], [-1.518, 0.269, -1.450], [0.595, -0.670, 2.022], [-0.667, 1.170, 1.014], [1.240, -0.956, -1.038], [1.550, 0.131, 0.337], [-1.463, -0.241, 0.853]],
  "mulliken_charge": [-0.660, -0.145, -0.481, -0.313, 0.472, -0.482, 0.403, -0.156, -0.147, 0.380, -0.405, 0.222, 0.304, 0.344, 0.373, 0.290],
  "orbital_gap_ev": 8.8,
  "max_force_ha_per_bohr": 0.0961,
  "relative_energy_kcal_mol": 33.3,
  "total_energy_ev": -45739.5408,
  "charge": 0,
  "lumo_energy_ev": -0.353,
  "smiles": "C=CCOC(=O)C(Cl)(Cl)P=O"
}

Record 7
{
  "formula": "C5H5ClO",
  "method": "the ωB97M-V functional and the def2-TZVPD basis",
  "symbols": ["C", "C", "C", "C", "C", "H", "H", "H", "H", "H", "O", "Cl"],
  "coordinates": [[-1.31307, -0.96827, 0.46664], [-0.15713, -0.15645, 0.24430], [-0.10691, 0.99790, -0.66975], [1.24514, 1.35554, -0.86271], [1.10690, -0.50667, 0.35143], [-1.22186, -2.08213, 0.53959], [-1.99774, -0.51640, 1.59202], [-2.22594, -0.66918, -0.30854], [-0.89101, 1.58508, -0.88355], [1.53606, 2.19981, -1.30787], [1.97380, 0.39572, -0.33486], [2.05176, -1.63494, 1.17330]],
  "forces_ev_per_angstrom": [[-6.658, 1.008, 2.357], [0.151, 1.008, -2.825], [4.444, -0.695, 1.722], [-6.359, -3.989, 1.702], [3.620, 1.356, -0.713], [0.126, 1.234, 0.009], [2.252, -1.647, -3.105], [2.629, -1.048, 1.724], [-2.775, 1.844, -0.968], [2.075, 2.665, -1.672], [0.807, -1.078, 1.511], [-0.311, -0.658, 0.258]],
  "mulliken_charge": [-1.059, 0.708, -0.705, -0.343, 0.154, 0.317, 0.213, 0.260, 0.466, 0.519, -0.346, -0.183],
  "orbital_gap_ev": 9.5,
  "max_force_ha_per_bohr": 0.1497,
  "relative_energy_kcal_mol": 45.4,
  "total_energy_ev": -19833.0444,
  "charge": 0,
  "lumo_energy_ev": 0.854
}

Record 8
{
  "formula": "C5H5ClOS",
  "method": "the ωB97M-V functional and the def2-TZVPD basis",
  "symbols": ["C", "C", "C", "C", "C", "O", "S", "Cl", "H", "H", "H", "H", "H"],
  "coordinates": [[1.09079, -0.84087, -0.22241], [0.14001, -1.00905, -1.15631], [-0.70692, 1.47654, -0.26031], [1.13181, -0.53347, 1.07912], [-1.58350, 0.41205, 0.17985], [-0.32847, 2.42576, 0.33386], [-1.63670, -0.99248, -0.72433], [-2.30100, 0.46460, 1.74220], [2.07058, -0.90317, -0.64087], [0.45041, -1.12958, -2.24977], [-0.64646, 1.44176, -1.38155], [1.98538, -0.71586, 1.65048], [0.33407, -0.09623, 1.65004]],
  "forces_ev_per_angstrom": [[2.030, 0.323, 0.020], [-2.961, -0.332, -2.450], [-1.811, -0.501, -2.482], [-1.383, 0.490, 1.222], [0.138, 0.166, 1.160], [0.970, 1.359, 1.696], [1.576, -0.755, -1.228], [-0.072, 0.171, -0.139], [0.788, -0.546, -0.406], [-0.839, 0.039, 1.730], [0.495, -0.183, 0.350], [1.469, -0.109, 0.518], [-0.400, -0.123, 0.009]],
  "mulliken_charge": [0.214, -0.422, -0.071, -0.701, 0.246, -0.448, -0.077, -0.136, 0.252, 0.342, 0.318, 0.293, 0.187],
  "orbital_gap_ev": [7.1, 7.1],
  "max_force_ha_per_bohr": 0.0750,
  "relative_energy_kcal_mol": 75.2,
  "total_energy_ev": -30667.2750,
  "charge": 0,
  "lumo_energy_ev": [-1.228, -1.433]
}

Record 9
{
  "formula": "C5H5ErO",
  "method": "the ωB97M-V functional and the def2-TZVPD basis",
  "symbols": ["C", "C", "H", "H", "H", "H", "C", "C", "H", "C", "O", "Er"],
  "coordinates": [[3.46258, 1.86640, 2.70772], [4.45511, 1.37949, 1.95541], [3.48938, 2.88685, 3.09738], [2.57651, 1.27036, 2.93701], [4.41597, 0.36770, 1.54502], [5.32740, 1.98531, 1.70044], [2.32990, 2.82834, -0.61151], [1.53656, 1.99255, -1.04303], [2.91003, 3.70442, -0.36335], [0.77299, 1.13666, -1.76781], [-0.07498, 1.13687, -2.62264], [-1.65998, -0.21683, -3.99670]],
  "forces_ev_per_angstrom": [[-3.178, 1.572, 2.447], [3.203, -1.573, -2.415], [0.030, -0.211, 0.012], [0.212, 0.103, 0.041], [0.070, 0.182, 0.161], [-0.097, -0.135, 0.108], [-1.065, -0.961, -0.681], [0.875, 1.791, 0.153], [-0.051, -0.271, 0.068], [0.350, -0.433, 0.326], [-0.740, -0.548, -0.500], [0.391, 0.483, 0.279]],
  "mulliken_charge": [-0.158, -0.153, 0.332, 0.318, 0.315, 0.331, 0.010, 0.121, 0.456, 0.046, -0.497, 1.879],
  "orbital_gap_ev": [6.5, 5.4],
  "max_force_ha_per_bohr": 0.0838,
  "spin_multiplicity": 5,
  "total_energy_ev": -34895.1633,
  "charge": 3,
  "lumo_energy_ev": [-12.453, -14.611]
}

Record 10
{
  "formula": "C5H5EuFO4",
  "method": "the ωB97M-V functional and the def2-TZVPD basis",
  "symbols": ["C", "H", "H", "C", "O", "Eu", "H", "O", "O", "O", "C", "C", "C", "H", "H", "F"],
  "coordinates": [[-2.02207, 1.28954, 0.91892], [-0.90980, 1.13530, 0.91963], [-2.32997, 1.66354, -0.07052], [-2.83452, 0.10711, 1.22676], [-2.87060, -0.93161, 0.56358], [-1.86410, -2.41668, -0.99917], [-3.54929, 0.19058, 2.06369], [2.71083, -1.51536, -1.02950], [1.21541, 0.02837, -0.85600], [0.56148, -2.08883, -1.21665], [3.42953, -0.31404, -0.70248], [2.41840, 0.63804, -0.33764], [1.45289, -1.23238, -1.08911], [4.35642, -0.51970, -0.17024], [-2.23360, 2.05489, 1.68471], [2.46900, 1.91122, -0.90598]],
  "forces_ev_per_angstrom": [[0.757, 0.765, 0.491], [-0.905, -0.215, -0.201], [0.202, -0.046, 0.203], [-0.599, -0.168, 0.033], [0.410, 0.073, -0.042], [1.545, 0.246, -0.119], [0.225, -0.163, -0.055], [0.016, -0.349, 0.110], [-1.136, -0.284, -0.081], [-2.145, -0.753, -0.389], [-0.035, 0.254, 0.356], [0.830, 0.604, -0.723], [1.084, 0.776, 0.739], [-0.318, 0.073, -0.306], [0.103, -0.191, -0.496], [-0.031, -0.621, 0.481]],
  "mulliken_charge": [-0.740, 0.233, 0.297, 0.246, -0.576, 1.594, 0.369, -0.262, -0.188, -0.709, -0.403, 0.055, 0.743, 0.275, 0.298, -0.231],
  "orbital_gap_ev": [2.4, 4.9],
  "max_force_ha_per_bohr": 0.0449,
  "relative_energy_kcal_mol": 17.9,
  "spin_multiplicity": 9,
  "total_energy_ev": -35491.9245,
  "charge": 1,
  "lumo_energy_ev": [-5.459, -5.342]
}

Record 11
{
  "formula": "C5H5F",
  "method": "the ωB97M-V functional and the def2-TZVPD basis",
  "symbols": ["C", "C", "C", "C", "C", "F", "H", "H", "H", "H", "H"],
  "coordinates": [[3.05900, -0.06890, -0.24092], [1.87029, -0.06027, -0.09819], [0.50209, -0.29102, 0.43118], [-0.53139, 0.78324, 0.11446], [-1.80428, 0.51977, -0.11532], [-2.28175, -0.74208, -0.18886], [4.09952, -0.01573, -0.47982], [0.58422, -0.41795, 1.53803], [0.11981, -1.30143, 0.15118], [-0.27888, 1.81952, 0.16087], [-2.56316, 1.29737, -0.21777]],
  "forces_ev_per_angstrom": [[0.472, 0.319, -0.564], [-0.835, -0.624, 0.942], [-0.272, -0.385, 0.243], [0.032, -1.135, 0.222], [0.003, 0.303, 0.063], [-0.013, 0.264, 0.030], [-0.210, -0.024, 0.087], [0.093, 0.478, -0.618], [0.321, 0.816, -0.303], [0.337, 0.439, 0.050], [0.072, -0.453, -0.150]],
  "mulliken_charge": [0.199, -0.626, -0.443, -0.337, -0.112, -0.250, 0.413, 0.257, 0.270, 0.296, 0.334],
  "orbital_gap_ev": 10.7,
  "max_force_ha_per_bohr": 0.0273,
  "relative_energy_kcal_mol": 36.8,
  "total_energy_ev": -7980.6457,
  "charge": 0,
  "lumo_energy_ev": 0.970,
  "smiles": "C#CC/C=C\\F"
}

Record 12
{
  "formula": "C5H5F",
  "method": "the ωB97M-V functional and the def2-TZVPD basis",
  "symbols": ["C", "C", "C", "C", "C", "F", "H", "H", "H", "H", "H"],
  "coordinates": [[-1.67666, -0.60127, 2.37415], [-1.15842, -0.63622, 1.29159], [-0.59597, -0.35627, 0.01523], [0.52488, 0.36035, -0.13754], [1.14955, 0.58731, -1.40096], [1.14592, 0.83650, 0.98983], [-2.05372, -0.91904, 3.27738], [-1.32721, -1.12406, -1.10666], [1.94903, -0.19263, -1.57834], [1.62557, 1.57976, -1.57418], [0.41703, 0.46556, -2.15051]],
  "forces_ev_per_angstrom": [[0.477, -0.594, -1.009], [0.068, 0.939, -0.667], [-1.959, -2.507, -2.180], [-1.268, -0.620, 1.681], [2.923, 0.329, -1.355], [-0.422, -0.258, -1.105], [-0.648, -0.081, 1.482], [2.610, 2.805, 3.386], [-0.654, 0.820, 0.156], [-0.371, -0.602, 0.541], [-0.755, -0.232, -0.930]],
  "mulliken_charge": [-0.102, -0.329, -0.537, 0.800, -1.105, -0.235, 0.438, 0.165, 0.233, 0.331, 0.342],
  "orbital_gap_ev": 9.5,
  "max_force_ha_per_bohr": 0.0994,
  "relative_energy_kcal_mol": 75.0,
  "total_energy_ev": -7978.9890,
  "charge": 0,
  "lumo_energy_ev": 0.562
}